Entry from OMol25: a cluster of 16 separate species, C102H208N16O10 in total at a distorted geometry (ωB97M-V with the def2-TZVPD basis set).

Energy in eV: -153443.587
LUMO energy in Ha: 0.0047
HOMO-LUMO gap in eV: 7.802
Energy above the lowest of the compared OMol25 structures with the same formula, charge and spin in kcal/mol: 112.1
Molar mass in g/mol: 1818.888
Multiplicity: 1

Geometry (Å):
H (1.34227, -4.63622, 0.40800)
H (-7.66065, 0.96845, 4.16723)
H (-5.05494, 0.07385, 0.39228)
C (4.99666, 1.10380, -4.65864)
H (4.12239, 3.26757, -2.09149)
C (-5.01187, 3.59439, 7.54220)
H (-2.02771, 0.99117, 3.53021)
H (-6.96718, -3.37539, 4.15691)
H (2.84656, -8.31025, 6.20193)
H (-4.39532, -3.68662, 4.42219)
H (-4.23343, 5.76847, 2.46633)
C (-5.98794, 1.64520, 5.45948)
H (6.76389, 2.49684, 0.15515)
C (-7.24543, -1.05361, 1.59029)
C (-5.92253, 3.03522, -1.16135)
C (9.17923, 0.01410, -0.83536)
H (-4.42280, 0.40170, 4.73993)
H (-5.00775, -2.97904, -6.22544)
O (5.88377, 4.92869, 3.83183)
H (5.97127, -0.78551, 2.50728)
C (9.62428, -2.41901, -0.39274)
C (-6.99171, -2.55416, -0.46158)
H (2.43935, -4.96661, 4.07200)
H (-5.32855, 1.27769, 3.43202)
H (6.68545, 6.32269, 0.07936)
H (-1.43114, 2.28976, -4.66953)
C (7.63539, -1.67863, -1.84938)
H (0.57408, -5.62459, -0.71621)
C (-1.29016, 0.91899, 1.53349)
H (-4.36083, 0.67423, 9.24849)
H (-8.46552, -1.50602, 3.32521)
C (-6.06777, 5.81845, 0.68019)
H (-1.32926, -3.79933, -6.88674)
H (4.48471, -6.95369, 5.02057)
C (-4.96231, 5.86183, -2.52588)
O (-1.37068, -1.55645, 1.59040)
C (-1.88644, 0.97733, 0.15425)
C (-6.25162, -1.67916, 0.60826)
H (1.89829, 0.52660, 2.72097)
N (-1.92993, -1.55844, 6.32660)
H (6.87865, -3.74235, -1.46142)
H (1.08913, -0.04741, -0.77389)
C (-5.52521, 3.31258, 0.31483)
C (-0.07932, -8.58443, 2.54953)
C (0.96430, 0.43404, -7.82290)
C (6.41047, -2.01654, 0.81826)
C (3.45269, 0.23949, 5.59544)
C (2.03477, -2.65917, -3.92588)
H (7.89338, 0.01136, 1.82396)
H (-8.04044, 0.78227, 5.94484)
C (-0.09503, -3.40581, 6.80324)
C (2.59054, 2.21662, -3.18415)
H (-6.31764, -4.91557, -4.99698)
O (-4.19931, -2.92140, 0.44247)
H (5.72269, 3.27439, -3.73772)
C (-5.47514, -3.17362, 2.54374)
H (-6.64448, 5.87410, -0.24307)
H (-0.08219, -5.05377, -4.81217)
C (1.09511, 1.94196, 1.33717)
C (4.77721, 0.86005, -3.13569)
C (0.10250, -6.33635, 3.62452)
H (0.61400, 1.11934, -3.52302)
N (0.97250, -2.41896, -3.58292)
C (4.46582, -7.02382, 2.02544)
C (-2.89979, -2.64159, -6.01529)
N (-5.17517, -2.39460, 1.36365)
H (-3.60390, -6.22570, -3.38523)
H (-3.35588, 4.32787, 2.00769)
H (1.57907, -9.30848, 4.41818)
H (-2.45438, 4.12243, -8.27503)
C (-1.01805, 0.22737, -6.40514)
H (-4.03783, 1.98942, 4.44319)
H (1.27785, 0.76364, -8.81343)
C (1.66716, 0.54204, 1.65587)
H (-0.42072, -3.97111, 7.67643)
C (5.20845, 2.53751, 2.29594)
O (1.75632, -6.96815, 1.19834)
C (3.28754, 0.93011, -2.70824)
H (-2.98265, -1.90345, -6.81303)
H (-2.29744, 0.35337, -8.46941)
H (5.87518, 3.82251, -5.38262)
C (3.68826, -7.42454, 4.44432)
C (5.31848, 5.75036, 1.69624)
H (-0.93578, -0.35470, -9.29776)
H (9.42720, -3.45030, -0.68549)
C (3.81336, 5.38916, 1.65144)
H (0.41255, 2.83139, -3.43482)
H (5.05230, 7.90199, 1.49344)
C (-4.10627, 4.79122, -1.78194)
H (-4.19070, 4.29013, 7.71458)
C (6.43170, 3.46014, 2.07675)
H (-6.21246, -1.80385, 4.13060)
H (-1.90026, 4.32641, -1.79946)
C (1.31521, -1.89733, 2.04329)
C (-4.36271, -4.13988, -4.35442)
H (5.09748, 4.39184, 3.95486)
H (-0.06103, -1.26216, -0.64352)
H (7.26708, -0.73774, -2.25825)
C (2.49703, -7.63318, 5.42250)
H (-2.82784, 2.85158, 6.36287)
H (4.20081, -8.38640, 4.45942)
H (-0.75914, -8.16309, 1.80898)
H (-3.23991, -3.66038, 2.95305)
H (3.26155, 0.92674, -1.61856)
H (0.07763, -5.66821, 2.76366)
H (4.55605, 4.45099, -4.49936)
C (-4.56358, 2.09488, 7.59668)
C (0.78075, -0.73470, 1.24685)
C (-4.90582, 1.33015, 4.43533)
H (-2.29034, 2.26995, 7.71558)
C (-2.29830, -5.17170, -5.52239)
H (-1.24385, -5.55791, -3.61350)
C (1.48342, 6.80645, -0.93768)
H (-1.04421, 5.16414, -6.78992)
H (4.34578, 2.81679, 2.90084)
C (5.14563, 3.54254, -4.62270)
C (2.32519, 0.60190, 6.53177)
H (5.34325, -0.04139, -2.90095)
H (4.64086, 2.46053, 1.36857)
H (-3.26266, 0.66921, -6.52563)
H (6.16961, 4.24194, -1.36516)
C (5.58485, -2.33535, -0.57041)
C (3.43472, -2.92888, -4.40366)
H (-2.80451, -4.31364, -7.40850)
O (0.01266, 3.11221, -8.36170)
H (2.86320, 4.44125, -2.62373)
C (-4.76029, 1.67216, 9.06772)
H (2.61254, 3.35771, -1.33538)
H (-2.96233, 0.10197, 2.44139)
H (-6.70318, -4.44781, 1.37432)
C (-2.18593, 2.20640, -5.45147)
H (-0.63760, 3.13445, 1.58633)
H (-5.08002, 3.32998, -3.06965)
N (7.63424, -1.16637, 0.55134)
C (0.35626, 6.48515, -0.08624)
H (-3.42872, -4.32621, -2.25497)
N (3.41410, -5.23813, -1.99151)
C (0.91775, -0.98780, -0.25006)
H (-4.90832, 2.51192, 0.72288)
C (-5.93848, -4.55451, 2.14371)
O (-3.18982, 6.24106, -0.16347)
H (-3.14780, 1.84780, 2.48100)
H (-6.85105, 5.60204, 1.40665)
H (0.42718, 5.16192, 2.82809)
H (1.15078, -0.62416, -7.63976)
C (8.51223, -1.38161, -0.61995)
C (-0.47912, 0.94852, -7.57215)
H (-4.87596, 5.82244, -3.61174)
H (6.66368, 7.42790, 2.12694)
H (3.78252, 2.95772, -7.03597)
O (-3.92008, -6.49401, -4.25105)
C (-1.33326, 4.42774, -6.04007)
H (5.90277, -2.86817, -2.61208)
N (6.21926, 4.84787, 2.52466)
H (5.24248, 7.28767, 3.13586)
H (-7.47055, -1.99647, -1.26644)
C (1.29073, -4.80474, -0.66766)
H (0.99377, 1.91755, 0.25217)
H (1.51683, 0.98257, -7.06006)
H (-0.01439, 6.16641, 4.35341)
H (10.40618, -2.22345, -1.12655)
C (-5.47916, 4.12697, 6.15109)
H (3.29851, 6.01033, 0.91851)
H (-2.49410, 1.87760, 0.06282)
O (8.25608, -0.86837, 1.69693)
H (-1.29132, 1.44968, -9.47999)
H (6.07593, 1.13909, -4.80707)
H (-3.13711, 2.57236, -5.06490)
C (-6.57251, -2.60887, 3.48998)
H (3.58500, 4.35248, 1.40392)
H (7.87850, 3.70670, 0.43479)
H (-4.64935, -0.40203, 6.65992)
H (-0.47737, 4.29739, -5.37784)
H (2.67459, 0.59051, 1.24257)
C (-4.27955, -2.94078, -5.41527)
H (-7.77067, -3.13979, 0.02664)
H (-6.39118, 3.09876, 0.94131)
C (-3.63477, -3.58602, -3.02813)
H (5.31754, 2.06346, -7.02163)
H (4.26993, -6.67471, 1.01161)
H (0.40747, -8.25041, 5.29475)
N (2.36225, 4.05742, 5.01010)
H (-6.68997, 3.75135, -1.45513)
H (-8.10015, -2.88315, 2.23313)
H (2.59977, -4.69760, 2.44495)
H (7.96608, 1.96339, 2.52310)
H (4.65614, -8.09147, 1.91589)
H (-1.11655, -0.84187, -6.59254)
C (2.52340, -5.05214, -1.38842)
H (3.39404, -3.02629, -5.48854)
H (-6.79144, -0.16326, 2.02533)
H (-6.09865, -5.02599, -3.24053)
H (5.35795, 1.55540, -2.52961)
H (4.58129, -1.80076, 1.93779)
H (-6.02086, 5.77197, -2.28196)
H (3.79603, -3.87775, -4.00718)
C (4.31881, 2.36420, -5.14771)
H (4.87477, -1.54493, -0.81356)
H (-2.58254, 0.16780, -0.06529)
H (0.94968, 3.23860, -8.19552)
N (-0.59246, -0.38415, 1.68373)
H (2.75260, 0.02335, -2.99058)
C (6.81857, 3.49870, 0.58105)
H (-3.62481, -2.15272, 0.41659)
H (1.38711, 0.82992, 6.02570)
H (0.81191, 1.97634, -1.99622)
C (5.92304, 4.33900, -0.30786)
N (-5.51201, 1.31923, 6.86491)
N (-3.64956, -5.33287, -4.86214)
H (-7.37049, 3.20667, 5.93684)
C (-2.39181, 0.75896, -5.87627)
H (4.11340, -4.81743, 3.38282)
H (-5.89155, 3.74137, 8.16883)
C (1.42487, 4.56322, 4.46211)
H (9.77254, -0.10200, -1.74234)
H (0.76374, -3.93760, -1.06571)
H (-5.61731, 6.77492, 0.94545)
H (-3.72943, 3.60999, -7.20810)
C (-4.13344, -3.27775, 3.44630)
H (2.35435, -2.18374, 1.88125)
C (-1.69512, 3.05260, -6.63754)
H (8.40052, -2.12696, -2.48316)
C (0.21979, 5.20451, 3.89733)
H (4.94662, -3.13624, -0.19712)
H (-5.77451, 5.17608, 6.13536)
H (7.59849, -3.74710, 0.90770)
C (5.60008, 7.19003, 2.11082)
C (-5.88392, -4.42615, -4.12494)
H (0.90124, -2.82295, 1.64333)
O (-5.43911, -0.11035, 7.12122)
H (5.13608, -0.25891, 1.13529)
H (-2.93082, 1.11776, 6.54633)
C (-2.32997, -3.96939, -6.48957)
H (-2.78723, -2.91637, -3.17426)
H (1.48078, 2.89204, -5.52590)
H (2.03572, -0.26445, 7.12654)
H (-4.71212, 6.88751, -2.25479)
H (-2.16746, 4.92397, -5.54411)
C (1.25952, -8.28529, 4.61585)
H (1.43710, -7.72256, 0.69777)
C (7.56511, 2.89003, 2.93378)
C (1.03172, 2.01495, -3.06313)
H (-6.27719, 2.02069, -1.34309)
H (-6.26061, -5.26287, 2.90697)
H (2.19717, -6.66082, 5.81327)
H (1.13469, -1.75427, 3.10867)
H (1.25649, 6.87821, -2.00138)
O (2.18406, 3.40874, -5.12588)
C (-4.35701, 4.74833, 2.10282)
H (-4.91226, -0.95119, -1.00863)
N (4.30951, -0.12154, 4.82992)
H (-0.92526, -6.46266, 3.96489)
N (-0.56526, 6.21133, 0.55132)
C (-7.70877, -1.97892, 2.69928)
H (2.14575, 5.94250, -0.88275)
C (-7.26973, 0.83371, 5.17576)
H (-3.79376, -2.26268, 3.65208)
H (0.42866, -9.35560, 1.97044)
C (-1.08280, -2.36583, 6.54242)
H (-0.72650, -9.11102, 3.25093)
C (6.70622, -3.38665, 1.41960)
C (-3.12976, 2.06274, 7.05184)
H (2.48788, 1.33498, 7.32185)
H (3.74782, 1.17369, -6.96294)
H (-3.03673, 2.46102, -8.34894)
H (-2.41303, 5.72563, -2.62267)
C (-2.41473, 1.04175, 2.51250)
H (-4.17856, 2.26537, 9.77326)
H (-6.37797, -3.26979, -1.00868)
H (4.92670, 3.90291, -0.23542)
H (-8.22547, -0.91745, 1.13304)
H (1.97476, 7.73328, -0.64160)
H (-0.18124, 2.14531, 3.00065)
H (5.06470, 6.37082, -0.41537)
H (8.47012, 3.49720, 2.95429)
N (-0.44574, 2.40585, -7.25836)
H (-2.66874, 4.15849, -3.41199)
H (-7.01271, -0.22293, 5.25029)
C (6.52050, -2.74647, -1.72231)
H (8.45806, 0.77969, -1.12152)
H (0.89698, -2.97505, 6.93915)
C (0.85607, -7.63577, 3.30162)
C (-1.29503, 0.56714, -8.84030)
H (5.94843, -4.15835, 1.28420)
C (-1.12975, -4.96854, -4.52329)
H (-6.40080, -3.46650, -4.12220)
H (-1.19916, 0.89715, -0.68796)
H (4.65722, 0.17280, -5.11264)
H (-6.30019, -0.02022, -0.88621)
H (0.48407, -5.61888, 4.35097)
N (2.94123, 2.45354, -4.57230)
C (-0.36333, 2.13570, 1.92601)
C (5.74315, 5.79063, 0.21008)
C (-4.71647, 3.38211, -2.04339)
N (2.06465, -7.45836, 2.48314)
H (0.01813, -3.96949, 5.87719)
C (-2.69164, 4.68482, -2.45777)
H (-2.79574, -6.72146, -7.03859)
N (-3.93977, 5.11027, -0.34114)
H (6.97806, -3.38502, 2.47516)
C (3.28459, -6.79075, 2.98433)
H (7.36029, 2.80158, 4.00070)
C (-4.97814, 4.75069, 0.61964)
C (-6.40558, 3.16887, 5.43126)
H (-2.60338, 0.16664, -4.98606)
H (-5.17859, -4.99748, 1.49994)
H (-4.54644, 4.05478, 5.59169)
H (-1.39411, -1.80633, 2.51701)
H (9.77529, 0.41005, -0.01313)
C (4.28957, 2.06943, -6.65923)
C (3.11018, -5.22310, 3.25207)
H (-3.92133, 2.65992, -1.85820)
H (1.74311, -1.67099, -0.45037)
H (1.69982, 2.76144, 1.72563)
H (5.35475, -6.42997, 2.23811)
H (-2.31964, 5.94271, 0.11107)
H (4.20212, -2.26781, -4.00093)
H (-1.11151, -6.56602, -6.84101)
H (-4.69437, -2.07686, -4.89598)
H (10.01929, -2.37624, 0.62226)
H (-6.48328, 3.30071, 4.35206)
H (-0.25891, 0.30540, -5.62686)
H (5.53790, 1.57180, 2.67931)
H (-1.35278, -4.03396, -4.00859)
C (5.42616, -1.17604, 1.64795)
H (-1.91346, -7.34712, -5.62057)
H (3.33497, 5.68061, 2.58648)
H (-5.80052, 1.64350, 9.39206)
H (-2.25979, -2.16893, -5.27025)
C (3.06756, 3.41330, -2.32431)
C (-5.61841, -0.59444, -0.25886)
H (-4.40876, -2.92366, -2.64044)
H (-4.91905, 4.26946, 2.90463)
C (-2.04476, -6.49138, -6.28282)
H (-0.61612, 4.52485, 4.06288)
C (-2.79941, 3.28216, -7.67254)

Atom charges from the Mulliken analysis, given in e for atoms 1 to 6: -0.4589 0.4443 0.0649 -2.2052 -0.6595 -1.6291